64
Properties=species:S:1:pos:R:3:forces:R:3:lowdin_charge:R:1 method="wB97M-V/def2-TZVPD" smiles="Cc1ccc(CN2CCC(n3nccc3NC(=O)CCOc3ccccc3)CC2)cc1C" e_homo_ev=-8.5 e_lumo_ev=0.622 molar_mass_g_mol=432.6 relative_energy_kcal_mol=30.0 e_tot_ha=-1379.47299 orbital_gap_ev=9.12 charge=0
C -5.651 -0.945 -1.020 0.01 0.05 0.05 -0.05
C -4.743 0.129 -0.501 0.04 0.07 -0.05 -0.25
C -4.466 1.248 -1.274 0.00 -0.06 -0.04 -0.04
C -3.661 2.269 -0.799 0.05 0.04 0.11 -0.05
C -3.118 2.198 0.476 -0.01 0.09 -0.03 -0.22
C -2.202 3.282 0.994 0.02 0.01 0.01 -0.15
N -0.786 3.057 0.727 0.01 0.04 0.04 -0.15
C -0.277 1.860 1.364 0.27 0.04 0.11 -0.19
C 1.240 1.795 1.230 -0.25 -0.19 -0.16 -0.11
C 1.629 1.820 -0.251 -0.31 0.36 0.36 -0.28
N 3.062 1.743 -0.397 0.43 -0.71 -0.15 -0.07
N 3.820 2.842 -0.415 -0.06 0.85 -0.04 0.08
C 5.070 2.428 -0.419 -0.25 -0.22 0.02 -0.14
C 5.149 1.030 -0.395 -0.15 -0.27 0.03 0.00
C 3.832 0.622 -0.375 0.48 0.29 0.01 -0.23
N 3.257 -0.643 -0.355 -0.52 0.42 -0.13 0.16
C 3.890 -1.812 -0.045 -0.35 -0.46 -0.08 -0.47
O 5.053 -1.891 0.267 0.27 0.03 0.06 0.10
C 2.942 -3.000 -0.105 0.01 -0.09 0.21 -0.06
C 2.092 -3.101 1.178 0.29 0.25 0.00 -0.17
O 0.901 -3.823 0.958 -0.33 -0.18 -0.06 -0.04
C -0.095 -3.260 0.211 -0.15 -0.10 -0.12 -0.27
C -0.248 -1.898 -0.028 0.33 -0.05 0.20 -0.03
C -1.298 -1.442 -0.808 -0.13 0.02 -0.12 -0.08
C -2.204 -2.328 -1.358 -0.08 0.11 -0.05 -0.10
C -2.073 -3.683 -1.097 0.02 -0.01 0.00 -0.08
C -1.030 -4.148 -0.322 0.21 0.00 0.15 0.00
C 1.063 3.092 -0.871 -0.17 -0.22 -0.10 -0.12
C -0.452 3.098 -0.683 0.23 0.05 -0.05 -0.19
C -3.393 1.075 1.246 -0.08 0.05 -0.11 -0.01
C -4.188 0.039 0.778 0.04 0.04 0.04 -0.23
C -4.444 -1.160 1.638 0.00 0.04 -0.04 -0.04
H -6.586 -0.948 -0.459 -0.09 -0.09 0.00 0.09
H -5.198 -1.929 -0.908 -0.02 -0.12 -0.02 0.07
H -5.884 -0.780 -2.069 -0.03 -0.03 -0.06 0.08
H -4.892 1.326 -2.264 -0.06 -0.01 -0.09 0.11
H -3.470 3.133 -1.420 0.03 0.11 -0.06 0.11
H -2.312 3.372 2.079 -0.06 0.04 -0.05 0.12
H -2.467 4.241 0.542 -0.04 -0.02 0.07 0.12
H -0.722 0.944 0.933 0.00 0.01 0.07 0.10
H -0.546 1.898 2.422 -0.05 -0.09 -0.02 0.13
H 1.620 0.893 1.716 0.03 -0.03 0.00 0.11
H 1.689 2.661 1.717 0.08 0.01 0.01 0.13
H 1.181 0.958 -0.767 0.04 0.08 0.02 0.14
H 5.872 3.138 -0.443 0.15 0.18 0.00 0.10
H 6.015 0.405 -0.385 0.14 -0.16 0.00 0.09
H 2.282 -0.690 -0.615 0.17 -0.15 -0.01 0.12
H 3.526 -3.911 -0.228 -0.01 0.09 -0.05 0.13
H 2.272 -2.898 -0.963 0.02 0.01 0.03 0.12
H 2.629 -3.666 1.941 -0.05 0.14 -0.07 0.14
H 1.881 -2.104 1.586 0.00 -0.11 -0.01 0.12
H 0.429 -1.180 0.412 0.09 0.08 0.08 0.08
H -1.412 -0.382 -0.986 -0.01 0.12 0.01 0.09
H -3.004 -1.962 -1.981 -0.11 0.04 -0.06 0.10
H -2.783 -4.385 -1.509 -0.05 -0.07 -0.04 0.11
H -0.911 -5.199 -0.114 0.02 -0.13 0.01 0.12
H 1.507 3.953 -0.375 0.00 0.01 -0.04 0.12
H 1.310 3.139 -1.932 0.04 0.02 -0.02 0.12
H -0.890 2.245 -1.236 -0.03 0.08 0.00 0.12
H -0.866 4.018 -1.102 -0.04 -0.05 -0.06 0.13
H -2.987 1.009 2.246 0.06 -0.02 0.13 0.12
H -4.014 -2.052 1.181 0.01 -0.12 0.00 0.08
H -3.998 -1.032 2.622 0.01 -0.03 0.07 0.08
H -5.513 -1.329 1.760 -0.08 -0.09 0.05 0.08